{
  "formula": "C35H77NO15SSi",
  "method": "wB97M-V/def2-TZVPD",
  "smiles": "S[SiH2]c1cccnc1.COCCOCCOC.COCCOCCOC.COCCOCCOC.COCCOCCOC.COCCOCCOC",
  "orbital_gap_ha": 0.34899,
  "e_tot_ha": -3250.51056,
  "e_homo_ha": -0.3321,
  "mol_weight_g_mol": 812.146,
  "elements": ["S", "Si", "C", "C", "C", "C", "N", "C", "H", "H", "H", "H", "H", "H", "H", "C", "O", "C", "C", "O", "C", "C", "O", "C", "H", "H", "H", "H", "H", "H", "H", "H", "H", "H", "H", "H", "H", "H", "C", "O", "C", "C", "O", "C", "C", "O", "C", "H", "H", "H", "H", "H", "H", "H", "H", "H", "H", "H", "H", "H", "H", "C", "O", "C", "C", "O", "C", "C", "O", "C", "H", "H", "H", "H", "H", "H", "H", "H", "H", "H", "H", "H", "H", "H", "C", "O", "C", "C", "O", "C", "C", "O", "C", "H", "H", "H", "H", "H", "H", "H", "H", "H", "H", "H", "H", "H", "H", "C", "O", "C", "C", "O", "C", "C", "O", "C", "H", "H", "H", "H", "H", "H", "H", "H", "H", "H", "H", "H", "H", "H"],
  "coordinates": [[-0.328536, -5.329258, 0.969097], [-1.243583, -6.231743, -0.758304], [-0.963528, -5.097846, -2.228211], [-0.090434, -5.454855, -3.251344], [0.092061, -4.551191, -4.288554], [-0.604516, -3.352426, -4.242606], [-1.463290, -3.003047, -3.291656], [-1.631175, -3.877969, -2.301038], [-0.187018, -4.066641, 0.553702], [-0.615646, -7.541768, -1.007770], [-2.686147, -6.425915, -0.514024], [0.436669, -6.395561, -3.232637], [0.760284, -4.766262, -5.104300], [-0.446487, -2.635977, -5.036481], [-2.324910, -3.601446, -1.518885], [-3.671788, -0.800905, -4.056597], [-3.380174, 0.459034, -3.483354], [-1.987960, 0.678270, -3.353712], [-1.672901, 2.155363, -3.304690], [-1.722968, 2.804605, -4.568624], [-3.002211, 3.045276, -5.135552], [-3.775019, 4.161337, -4.471093], [-4.350136, 3.727639, -3.249629], [-4.535801, 4.783908, -2.336594], [-3.323092, -1.613023, -3.417610], [-4.752714, -0.862346, -4.179955], [-3.203471, -0.893470, -5.044849], [-1.449915, 0.222876, -4.194438], [-1.640701, 0.209827, -2.422932], [-0.633049, 2.255261, -2.982429], [-2.296972, 2.667082, -2.569923], [-3.595809, 2.130912, -5.183675], [-2.797426, 3.359990, -6.162248], [-4.585327, 4.485092, -5.138861], [-3.099233, 5.008346, -4.297165], [-3.581267, 5.276243, -2.112748], [-4.933291, 4.361811, -1.415791], [-5.242965, 5.524665, -2.726923], [-3.532449, 12.158942, -6.918450], [-4.523295, 11.199688, -6.630113], [-4.942208, 10.487295, -7.780753], [-5.532138, 9.147227, -7.405703], [-4.569519, 8.160109, -7.069613], [-3.933715, 8.261128, -5.805242], [-4.806254, 7.856229, -4.639544], [-5.722464, 8.884591, -4.304793], [-6.887145, 8.391222, -3.684359], [-3.915682, 12.939996, -7.585530], [-3.230730, 12.612865, -5.976708], [-2.654066, 11.691094, -7.378396], [-4.097482, 10.330421, -8.462020], [-5.709361, 11.078979, -8.299856], [-6.035067, 8.754698, -8.292123], [-6.281944, 9.257094, -6.620058], [-3.508797, 9.254140, -5.648449], [-3.104356, 7.551075, -5.852659], [-4.170979, 7.667761, -3.762491], [-5.339800, 6.932974, -4.894831], [-7.404046, 7.671937, -4.330926], [-7.547912, 9.236855, -3.505316], [-6.656174, 7.910411, -2.726125], [2.859197, -6.718503, 4.847160], [2.071608, -5.752377, 5.503674], [1.157283, -5.110574, 4.629130], [-0.017844, -4.546445, 5.393711], [-0.979869, -5.514884, 5.784305], [-0.641566, -6.379682, 6.855923], [-0.675141, -5.727541, 8.219027], [0.480386, -4.932710, 8.425162], [0.267534, -3.891456, 9.350740], [3.501076, -6.259588, 4.085963], [3.484814, -7.198087, 5.597891], [2.231191, -7.483190, 4.374932], [0.791704, -5.812787, 3.871738], [1.682498, -4.287727, 4.123550], [-0.555263, -3.876580, 4.718909], [0.321510, -3.955917, 6.246780], [0.319570, -6.868079, 6.684480], [-1.412207, -7.153824, 6.845313], [-0.702835, -6.514101, 8.986800], [-1.580830, -5.116543, 8.307649], [-0.541687, -3.229963, 9.020079], [1.187191, -3.312551, 9.412073], [0.026016, -4.284640, 10.345583], [1.232370, 2.126618, -7.899797], [1.742055, 3.172945, -7.109313], [1.161442, 3.199894, -5.811718], [2.073001, 3.893406, -4.827775], [3.170603, 3.104986, -4.386589], [4.249442, 2.915613, -5.287214], [5.142750, 4.124452, -5.450679], [4.547507, 5.089972, -6.300383], [5.006237, 6.396313, -6.043546], [0.159796, 2.255108, -8.089364], [1.765419, 2.140044, -8.848913], [1.397660, 1.153958, -7.419880], [0.958271, 2.181687, -5.461102], [0.213897, 3.744688, -5.864301], [1.487313, 4.084420, -3.925659], [2.407343, 4.857357, -5.216071], [3.902274, 2.553184, -6.256643], [4.854033, 2.125711, -4.835207], [6.094337, 3.804647, -5.898032], [5.344962, 4.556316, -4.463414], [4.804222, 6.688369, -5.006050], [4.467089, 7.070041, -6.706414], [6.081302, 6.488137, -6.238821], [2.299470, -8.163802, 12.086599], [3.215964, -7.801148, 11.082050], [2.905494, -6.547785, 10.491457], [4.131337, -5.917511, 9.874685], [5.018472, -5.323024, 10.812181], [5.827334, -6.186598, 11.593931], [6.984010, -6.804212, 10.841221], [6.548814, -7.879252, 10.026074], [7.394751, -8.101022, 8.922402], [1.292609, -8.307338, 11.675487], [2.641391, -9.100602, 12.522551], [2.260200, -7.404489, 12.877006], [2.487416, -5.864402, 11.241019], [2.159123, -6.706479, 9.701919], [3.787953, -5.091037, 9.249075], [4.651903, -6.627082, 9.229015], [5.230424, -6.954132, 12.090116], [6.251675, -5.544562, 12.369338], [7.714620, -7.189170, 11.566300], [7.466565, -6.032114, 10.230543], [7.464383, -7.205886, 8.292766], [6.962575, -8.908110, 8.334173], [8.401886, -8.392974, 9.242862]],
  "forces_ev_per_angstrom": [[0.1, -0.3, 0.4], [0.0, 0.5, -0.2], [-0.2, -0.7, 0.5], [-0.2, 0.6, -0.2], [-0.1, -0.2, 0.4], [0.2, 0.0, -0.4], [0.2, -0.3, 0.3], [0.3, -0.1, -0.4], [-0.1, 0.0, -0.3], [0.1, 0.0, 0.1], [0.0, 0.0, 0.0], [0.1, -0.1, 0.0], [0.1, 0.0, -0.2], [-0.1, 0.2, -0.1], [-0.2, 0.1, 0.1], [-0.2, 0.1, 0.1], [0.0, 0.1, -0.3], [-0.2, 0.0, 0.2], [0.1, 0.0, 0.0], [-0.1, 0.0, 0.1], [0.0, 0.0, -0.2], [-0.2, -0.1, 0.1], [0.2, 0.0, 0.1], [0.0, -0.1, -0.1], [0.0, 0.0, -0.1], [0.0, 0.1, 0.0], [0.0, -0.1, 0.0], [0.0, 0.0, 0.0], [0.1, 0.0, -0.1], [0.0, 0.0, 0.0], [-0.1, -0.1, 0.0], [-0.1, 0.0, 0.2], [0.0, 0.0, 0.0], [0.1, 0.1, -0.1], [0.0, 0.0, 0.0], [0.0, 0.1, 0.0], [0.0, 0.0, 0.0], [0.0, 0.1, 0.1], [-0.1, 0.0, 0.0], [0.2, -0.2, 0.0], [-0.1, 0.2, 0.1], [-0.1, -0.1, -0.1], [0.0, 0.0, 0.0], [0.1, -0.1, 0.0], [0.0, 0.2, 0.2], [-0.2, 0.0, -0.3], [0.1, 0.1, 0.0], [0.1, 0.0, 0.0], [0.0, 0.0, 0.0], [0.0, 0.0, 0.0], [0.0, 0.0, 0.0], [0.0, -0.1, -0.1], [0.0, 0.0, 0.0], [0.1, 0.1, 0.1], [-0.1, 0.1, 0.1], [0.0, 0.0, 0.0], [0.0, -0.2, -0.1], [0.0, 0.0, 0.0], [0.0, 0.0, 0.0], [0.0, 0.0, 0.0], [0.0, 0.0, 0.0], [0.0, 0.1, 0.1], [-0.2, -0.2, 0.0], [0.2, 0.1, 0.1], [-0.1, 0.1, 0.0], [0.0, 0.0, 0.0], [-0.1, -0.1, 0.0], [0.2, 0.0, 0.1], [-0.1, 0.2, -0.1], [0.1, -0.1, 0.0], [0.0, 0.0, 0.0], [0.0, 0.0, 0.0], [0.0, 0.0, -0.1], [0.0, 0.0, 0.0], [-0.1, 0.0, -0.1], [0.0, 0.0, 0.0], [0.1, -0.1, 0.0], [0.1, 0.1, 0.1], [0.0, 0.0, 0.0], [-0.1, 0.0, 0.0], [0.0, 0.0, 0.0], [0.0, 0.0, 0.0], [0.0, 0.0, 0.0], [0.0, 0.0, 0.0], [0.0, 0.1, 0.0], [0.2, -0.2, 0.1], [0.1, 0.2, -0.3], [0.0, 0.0, 0.1], [0.0, 0.0, 0.0], [0.0, -0.1, 0.0], [0.0, 0.0, -0.2], [-0.2, 0.0, 0.2], [0.0, -0.1, -0.1], [0.0, -0.1, 0.0], [0.0, 0.0, 0.0], [-0.1, 0.0, 0.0], [0.0, 0.0, 0.0], [-0.1, -0.1, 0.1], [0.0, 0.0, 0.0], [0.0, 0.0, -0.1], [0.0, 0.1, -0.1], [0.0, 0.0, 0.0], [0.1, 0.0, 0.1], [0.0, 0.0, 0.0], [0.1, 0.0, 0.0], [0.0, 0.0, 0.0], [0.0, 0.0, 0.0], [0.0, 0.0, -0.1], [0.1, 0.1, 0.2], [0.0, -0.3, -0.1], [0.0, 0.1, -0.1], [0.0, 0.0, 0.0], [0.0, 0.1, 0.1], [0.0, -0.2, 0.0], [-0.1, 0.2, -0.1], [0.0, -0.1, 0.1], [0.0, 0.0, 0.1], [0.0, 0.0, 0.0], [-0.1, 0.0, 0.0], [0.0, 0.0, 0.0], [-0.1, 0.2, 0.0], [0.0, 0.0, 0.0], [0.0, -0.1, 0.1], [0.0, -0.1, -0.1], [0.0, 0.0, 0.0], [0.1, 0.1, 0.0], [0.0, 0.0, 0.0], [0.1, 0.0, 0.0], [0.0, 0.0, 0.0], [0.0, 0.0, 0.0]],
  "mulliken_charge": [-0.25, 0.49, 0.33, -0.38, -0.74, -0.16, -0.21, -0.47, 0.13, -0.17, -0.12, 0.36, 0.39, 0.39, 0.41, -0.52, -0.33, -0.28, -0.65, -0.11, -0.72, -0.26, -0.37, -0.59, 0.11, 0.29, 0.29, 0.15, 0.41, 0.41, 0.18, 0.20, 0.42, 0.37, 0.22, 0.31, 0.32, 0.16, -0.77, -0.26, -0.57, -0.40, -0.46, -0.48, -0.35, -0.38, -0.71, 0.32, 0.23, 0.33, 0.35, 0.42, 0.40, 0.17, 0.17, 0.44, 0.41, 0.27, 0.32, 0.27, 0.28, -0.79, -0.22, -0.44, -0.36, -0.47, -0.45, -0.58, -0.13, -0.96, 0.32, 0.23, 0.33, 0.25, 0.42, 0.41, 0.10, 0.14, 0.41, 0.37, 0.45, 0.40, 0.24, 0.35, -0.72, -0.33, -0.24, -0.45, -0.47, -0.41, -0.55, -0.26, -0.77, 0.29, 0.27, 0.30, 0.28, 0.26, 0.44, 0.17, 0.17, 0.39, 0.41, 0.35, 0.33, 0.23, 0.32, -0.77, -0.29, -0.32, -0.30, -0.50, -0.39, -0.56, -0.26, -0.78, 0.29, 0.25, 0.33, 0.34, 0.22, 0.31, 0.20, 0.16, 0.39, 0.41, 0.34, 0.33, 0.23, 0.33]
}